i:
C5H9NO | ωB97M-V with the def2-TZVPD basis set

## Properties
Highest occupied orbital energy (spin up / spin down) ... -13.75 / -13.65 eV
<S²> ... 0.754
Net charge ... +1
Spin multiplicity ... 2

Each line ends with the Löwdin charge.
CARTESIAN COORDINATES (ANGSTROEM)
1 O -1.3569 -2.6984 1.7222  0.093
2 C -0.8454 -1.8187 1.0683  -0.214
3 C 0.3460 -0.7641 1.4252  -0.086
4 C 0.9039 -0.2542 0.0636  -0.164
5 C 0.1156 0.8136 -0.6143  -0.240
6 C -0.5841 0.7217 -1.7800  0.241
7 N -0.0569 2.0568 0.1008  0.151
8 H -0.7099 -2.0064 -0.0504  0.119
9 H 0.2760 0.0735 2.1989  0.141
10 H 1.0796 -1.6012 1.7475  0.156
11 H 1.9426 0.2048 0.1698  0.175
12 H 1.0052 -1.1001 -0.6141  0.114
13 H -0.9022 1.5098 -2.4554  0.111
14 H -0.8271 -0.2606 -2.3726  0.156
15 H -0.9588 2.4184 -0.2538  0.117
16 H 0.5724 2.7051 -0.3558  0.130

ii:
C5H9NO | ωB97M-V with the def2-TZVPD basis set

## Properties
Highest occupied orbital energy (spin up / spin down) ... -13.96 / -13.70 eV
<S²> ... 0.757
Net charge ... +1
Spin multiplicity ... 2

Each line ends with the Löwdin charge.
CARTESIAN COORDINATES (ANGSTROEM)
1 C 0.8377 -0.2847 -0.9224  -0.078
2 C -0.4927 -1.0080 -0.7688  -0.161
3 C -0.8775 -1.6385 0.6622  0.040
4 C -2.1501 -1.8957 0.9958  0.205
5 C 1.0020 1.2324 -0.2076  -0.424
6 N -0.0861 1.8060 0.5701  0.118
7 O 2.0496 1.7674 -0.3072  0.131
8 H 0.8125 0.0396 -2.0087  0.144
9 H 1.6843 -0.9588 -0.7442  0.121
10 H -1.3471 -0.3560 -1.0936  0.139
11 H -0.4797 -1.8698 -1.4416  0.150
12 H 0.0421 -1.8773 1.2500  0.168
13 H -2.2766 -1.9002 2.0571  0.109
14 H -2.9410 -2.2429 0.3099  0.141
15 H -0.7327 1.1848 1.0808  0.075
16 H -0.4726 2.7671 0.5014  0.123

Relative energy table, unit eV: i 0.471; ii 0.000

i:
C31H43BF4N3O2Se2Tc | ωB97M-V with the def2-TZVPD basis set

## Properties
Highest occupied orbital energy (spin up / spin down) ... -9.81 / -9.81 eV
<S²> ... 0.772
Net charge ... +1
Spin multiplicity ... 2

Each line ends with the Löwdin charge.
CARTESIAN COORDINATES (ANGSTROEM)
1 Tc -1.1067 -0.5408 -0.8702  1.130
2 C -3.1892 -3.0740 -2.1669  -0.333
3 Se -2.8355 -2.4086 -0.3648  1.027
4 C -1.7423 -3.9193 0.2056  -0.485
5 C -0.5469 -4.2418 -0.6631  -0.491
6 Se 0.6617 -2.7440 -1.0586  0.996
7 C 0.9490 -3.1284 -2.9438  -0.353
8 H -3.5039 -4.1117 -2.0748  0.044
9 H -2.3135 -3.0094 -2.8091  0.018
10 H -4.0061 -2.4939 -2.5873  0.014
11 H -2.4318 -4.7644 0.2165  0.084
12 H -1.4621 -3.6814 1.2280  0.061
13 H -0.8411 -4.6740 -1.6185  0.065
14 H 0.0686 -4.9728 -0.1401  0.080
15 H 1.2716 -4.1620 -3.0409  0.040
16 H 1.7573 -2.4717 -3.2526  -0.004
17 H 0.0582 -2.9550 -3.5417  0.021
18 F -1.9947 -1.3851 2.2140  0.123
19 B -0.6644 -1.0584 2.2849  -1.185
20 F 0.1642 -2.1251 2.0142  0.136
21 F -0.4320 -0.1390 0.9866  -0.164
22 F -0.3136 -0.2720 3.3115  0.236
23 C -2.6083 2.8155 -2.0154  -0.036
24 C -3.2193 1.4136 -1.8562  -0.540
25 C -3.0659 0.6585 -3.1808  -0.026
26 C -2.3964 0.7594 -0.7747  -0.177
27 C -4.6778 1.4480 -1.3956  -0.179
28 C -5.3417 2.6338 -1.1000  -0.024
29 C -6.6594 2.6175 -0.6597  -0.061
30 C -7.3302 1.4173 -0.4955  -0.070
31 C -6.6762 0.2264 -0.7781  -0.060
32 C -5.3667 0.2479 -1.2273  -0.045
33 H -1.5793 2.7359 -2.3712  0.068
34 H -2.6052 3.3728 -1.0786  0.098
35 H -3.1734 3.3848 -2.7549  0.103
36 H -2.0063 0.4825 -3.4154  0.066
37 H -3.4841 1.2370 -4.0049  0.107
38 H -3.5792 -0.3011 -3.1671  0.061
39 H -2.5764 1.1672 0.2291  0.110
40 H -4.8489 3.5891 -1.2118  0.105
41 H -7.1590 3.5521 -0.4420  0.111
42 H -8.3553 1.4082 -0.1508  0.110
43 H -7.1856 -0.7194 -0.6488  0.110
44 H -4.8798 -0.6946 -1.4497  0.063
45 C 1.9251 1.9717 -2.8024  -0.132
46 C 1.4550 2.8399 -1.6363  -0.131
47 C 0.9915 1.8132 -0.6212  -0.144
48 O 0.5749 0.6533 -1.4078  -0.350
49 C 0.8885 0.8675 -2.8072  -0.171
50 H 2.9112 1.5577 -2.5964  0.103
51 H 1.9613 2.5031 -3.7513  0.128
52 H 0.6314 3.4884 -1.9383  0.112
53 H 2.2475 3.4669 -1.2322  0.128
54 H 0.1461 2.1257 -0.0120  0.120
55 H 1.7963 1.4704 0.0273  0.112
56 H -0.0255 1.1792 -3.3220  0.104
57 H 1.2392 -0.0846 -3.2033  0.105
58 C 0.7613 1.9128 6.9129  -0.050
59 C 1.5781 1.3811 5.7706  -0.279
60 C 1.4898 1.9304 4.4974  -0.054
61 C 2.2596 1.4459 3.4565  -0.039
62 C 3.1349 0.3840 3.6578  -0.220
63 N 3.8573 -0.0875 2.5395  0.143
64 C 5.0716 -0.7154 2.5681  -0.509
65 O 5.6792 -1.0211 3.5678  0.089
66 N 5.6383 -0.9924 1.3180  0.135
67 C 5.1343 -0.8685 0.0242  -0.218
68 C 5.9887 -0.4981 -1.0145  0.005
69 C 5.5184 -0.4944 -2.3126  -0.048
70 C 4.1945 -0.8386 -2.5423  -0.173
71 N 3.3586 -1.1739 -1.5637  0.034
72 C 3.8200 -1.2008 -0.3163  -0.101
73 C 3.2301 -0.1901 4.9232  0.000
74 C 2.4564 0.3155 5.9527  -0.029
75 H 0.0047 2.6144 6.5630  0.073
76 H 1.3877 2.4343 7.6391  0.084
77 H 0.2503 1.1065 7.4407  0.081
78 H 0.8044 2.7500 4.3163  0.113
79 H 2.1714 1.8904 2.4713  0.098
80 H 3.5278 0.2350 1.6469  0.107
81 H 6.6100 -1.2411 1.4195  0.153
82 H 7.0169 -0.2389 -0.7936  0.124
83 H 6.1678 -0.2331 -3.1367  0.112
84 H 3.8028 -0.8646 -3.5545  0.106
85 H 3.1313 -1.5568 0.4444  0.103
86 H 3.9017 -1.0149 5.0961  0.107
87 H 2.5374 -0.1420 6.9320  0.118

ii:
C31H43BF4N3O2Se2Tc | ωB97M-V with the def2-TZVPD basis set

## Properties
Highest occupied orbital energy (spin up / spin down) ... -9.90 / -9.90 eV
<S²> ... 0.776
Net charge ... +1
Spin multiplicity ... 2

Each line ends with the Löwdin charge.
CARTESIAN COORDINATES (ANGSTROEM)
1 Tc 1.4161 0.2507 -0.1370  1.104
2 C 4.1990 2.4629 -0.1931  -0.344
3 Se 3.0086 1.7833 1.1940  1.033
4 C 1.9939 3.4426 1.3813  -0.484
5 C 1.4420 4.0020 0.0890  -0.499
6 Se 0.2394 2.7534 -0.8263  0.997
7 C 0.7526 3.2102 -2.6459  -0.350
8 H 4.6070 3.4189 0.1316  0.048
9 H 3.6705 2.5802 -1.1359  0.019
10 H 5.0221 1.7635 -0.3130  0.014
11 H 2.6864 4.1569 1.8292  0.087
12 H 1.2102 3.2262 2.1034  0.058
13 H 2.2252 4.2862 -0.6108  0.060
14 H 0.8557 4.8934 0.3108  0.083
15 H 0.6481 4.2837 -2.7810  0.041
16 H 0.0376 2.7051 -3.2896  -0.002
17 H 1.7681 2.8949 -2.8696  0.023
18 F 1.1675 0.9510 3.2209  0.117
19 B -0.1104 0.7772 2.7421  -1.169
20 F -0.6615 1.9479 2.2947  0.154
21 F 0.1201 -0.0598 1.3680  -0.176
22 F -0.8937 -0.0315 3.4739  0.235
23 C 2.6542 -3.0114 -1.4345  -0.032
24 C 3.3816 -1.8399 -0.7552  -0.545
25 C 3.6557 -0.7490 -1.8070  -0.029
26 C 2.4031 -1.2681 0.2306  -0.161
27 C 4.6542 -2.2698 -0.0410  -0.181
28 C 5.0891 -3.5894 -0.0154  -0.024
29 C 6.2449 -3.9400 0.6715  -0.061
30 C 6.9779 -2.9796 1.3481  -0.071
31 C 6.5500 -1.6590 1.3360  -0.060
32 C 5.3994 -1.3135 0.6486  -0.037
33 H 1.7728 -2.6371 -1.9568  0.063
34 H 2.3335 -3.7619 -0.7111  0.101
35 H 3.3060 -3.4921 -2.1653  0.101
36 H 2.6993 -0.3314 -2.1763  0.068
37 H 4.1725 -1.1509 -2.6796  0.112
38 H 4.2636 0.0575 -1.4048  0.051
39 H 2.2333 -1.8254 1.1579  0.111
40 H 4.5364 -4.3611 -0.5331  0.104
41 H 6.5693 -4.9721 0.6756  0.111
42 H 7.8760 -3.2559 1.8836  0.110
43 H 7.1094 -0.9006 1.8678  0.110
44 H 5.0745 -0.2802 0.6586  0.071
45 C -1.4837 -1.5396 -2.9948  -0.136
46 C -1.4950 -2.5076 -1.8122  -0.131
47 C -1.0731 -1.6207 -0.6562  -0.143
48 O -0.1972 -0.6186 -1.2620  -0.343
49 C -0.2593 -0.6907 -2.7115  -0.173
50 H -2.3800 -0.9139 -2.9850  0.105
51 H -1.4197 -2.0400 -3.9588  0.127
52 H -0.7750 -3.3139 -1.9618  0.117
53 H -2.4731 -2.9547 -1.6438  0.124
54 H -0.5090 -2.1248 0.1242  0.121
55 H -1.9064 -1.0876 -0.2006  0.112
56 H 0.6554 -1.1644 -3.0770  0.109
57 H -0.3392 0.3290 -3.0799  0.089
58 C -3.2274 -2.1881 5.5086  -0.046
59 C -3.5592 -1.3934 4.2766  -0.287
60 C -3.6868 -2.0034 3.0363  -0.047
61 C -3.9979 -1.2609 1.9076  -0.041
62 C -4.1797 0.1132 2.0000  -0.233
63 N -4.4450 0.8273 0.8109  0.131
64 C -5.2702 1.9178 0.6999  -0.519
65 O -5.8919 2.4200 1.6058  0.097
66 N -5.3676 2.4135 -0.5985  0.134
67 C -4.5508 2.1445 -1.6987  -0.227
68 C -5.0785 2.0164 -2.9799  0.008
69 C -4.2189 1.7788 -4.0395  -0.047
70 C -2.8591 1.6728 -3.7904  -0.165
71 N -2.3421 1.8139 -2.5697  0.036
72 C -3.1662 2.0500 -1.5556  -0.102
73 C -4.0598 0.7409 3.2348  -0.006
74 C -3.7572 -0.0163 4.3517  -0.036
75 H -2.9368 -3.2069 5.2549  0.074
76 H -4.0873 -2.2400 6.1789  0.084
77 H -2.4069 -1.7274 6.0600  0.082
78 H -3.5502 -3.0749 2.9494  0.110
79 H -4.1401 -1.7599 0.9512  0.106
80 H -4.2541 0.3228 -0.0399  0.123
81 H -6.1775 2.9982 -0.7312  0.156
82 H -6.1480 2.0872 -3.1349  0.124
83 H -4.5989 1.6736 -5.0462  0.111
84 H -2.1618 1.4880 -4.6009  0.109
85 H -2.7086 2.1851 -0.5822  0.093
86 H -4.2159 1.8064 3.3157  0.116
87 H -3.6613 0.4804 5.3099  0.123

Relative energy table, unit eV: i 0.209; ii 0.000

i:
C20H22N2O5S | ωB97M-V with the def2-TZVPD basis set

## Properties
Highest occupied orbital energy ... -8.11 eV
SMILES ... O=C(Nc1ccc2c(c1)OCCO2)c1ccc(S(=O)(=O)N2CCCCC2)cc1
Spin multiplicity ... 1

Each line ends with the Löwdin charge.
CARTESIAN COORDINATES (ANGSTROEM)
1 O -1.6048 -2.9439 0.8762  0.085
2 C -1.2514 -1.9796 0.2309  -0.417
3 N -2.0796 -0.9965 -0.2198  0.134
4 C -3.4688 -0.8893 -0.0858  -0.215
5 C -4.2547 -1.8771 0.5018  -0.008
6 C -5.6179 -1.6926 0.6100  0.016
7 C -6.2266 -0.5397 0.1313  -0.206
8 C -5.4442 0.4353 -0.4951  -0.200
9 C -4.0725 0.2584 -0.5884  0.059
10 O -5.9870 1.5741 -1.0335  -0.026
11 C -7.3887 1.5057 -1.1801  -0.149
12 C -8.0234 0.9305 0.0852  -0.152
13 O -7.5813 -0.3916 0.2928  -0.027
14 C 0.1900 -1.7613 -0.1212  -0.120
15 C 0.6011 -1.1274 -1.2921  -0.013
16 C 1.9513 -0.9813 -1.5608  -0.048
17 C 2.8825 -1.4738 -0.6669  -0.258
18 S 4.6277 -1.1828 -0.9760  0.664
19 O 4.8075 -0.9306 -2.3743  -0.279
20 O 5.3911 -2.2151 -0.3436  -0.275
21 N 4.9481 0.2353 -0.1724  -0.238
22 C 4.9395 0.1734 1.2693  -0.212
23 C 5.7147 1.3629 1.8314  -0.172
24 C 5.1074 2.6655 1.3166  -0.204
25 C 5.0948 2.6548 -0.2101  -0.173
26 C 4.3397 1.4264 -0.7132  -0.212
27 C 2.4929 -2.1266 0.4874  -0.040
28 C 1.1442 -2.2763 0.7545  0.010
29 H -1.6486 -0.2102 -0.6851  0.130
30 H -3.7943 -2.7731 0.8798  0.100
31 H -6.2398 -2.4403 1.0745  0.123
32 H -3.4932 1.0339 -1.0663  0.126
33 H -7.7303 2.5243 -1.3693  0.132
34 H -7.6443 0.8649 -2.0351  0.139
35 H -9.1098 0.8852 -0.0012  0.133
36 H -7.7469 1.5579 0.9441  0.139
37 H -0.1205 -0.7772 -2.0164  0.116
38 H 2.3007 -0.5114 -2.4666  0.116
39 H 5.4098 -0.7702 1.5467  0.117
40 H 3.9059 0.1887 1.6550  0.128
41 H 6.7526 1.2915 1.5051  0.120
42 H 5.6894 1.3305 2.9214  0.114
43 H 5.6825 3.5180 1.6811  0.109
44 H 4.0847 2.7636 1.6896  0.113
45 H 6.1190 2.6131 -0.5816  0.120
46 H 4.6204 3.5573 -0.5977  0.113
47 H 4.3986 1.3452 -1.7989  0.117
48 H 3.2795 1.4940 -0.4140  0.129
49 H 3.2491 -2.5275 1.1432  0.117
50 H 0.8038 -2.7952 1.6376  0.124

ii:
C20H22N2O5S | ωB97M-V with the def2-TZVPD basis set

## Properties
Highest occupied orbital energy ... -8.94 eV
SMILES ... O=C(O)CCCC(=O)N1CCc2cc(S(=O)(=O)NCc3ccccc3)ccc21
Spin multiplicity ... 1

Each line ends with the Löwdin charge.
CARTESIAN COORDINATES (ANGSTROEM)
1 O -0.8099 5.5413 -3.6860  0.105
2 C -0.7269 4.3982 -3.3284  -0.552
3 O -0.7984 3.3887 -4.1873  0.105
4 C -0.5133 4.0159 -1.8646  -0.096
5 C 0.9783 3.8537 -1.5457  -0.156
6 C 1.6669 2.7492 -2.3674  -0.085
7 C 0.9536 1.4276 -2.1767  -0.396
8 O -0.0493 1.1655 -2.8323  0.047
9 N 1.4306 0.5871 -1.2322  0.050
10 C 2.5863 0.8591 -0.3764  -0.097
11 C 2.6074 -0.2593 0.6785  -0.073
12 C 1.5016 -1.1683 0.2399  -0.148
13 C 1.0663 -2.3443 0.8066  0.004
14 C -0.0085 -2.9874 0.2181  -0.280
15 S -0.6927 -4.4314 1.0068  0.663
16 O 0.0558 -4.7112 2.2013  -0.289
17 O -0.8736 -5.4799 0.0478  -0.286
18 N -2.2361 -3.8838 1.3916  -0.123
19 C -2.3196 -3.1489 2.6432  -0.192
20 C -1.7012 -1.7875 2.4710  -0.236
21 C -2.1224 -0.9624 1.4348  -0.041
22 C -1.5537 0.2844 1.2536  -0.072
23 C -0.5665 0.7285 2.1172  -0.095
24 C -0.1473 -0.0838 3.1564  -0.090
25 C -0.7073 -1.3385 3.3284  -0.042
26 C -0.6170 -2.5035 -0.9218  -0.048
27 C -0.1891 -1.3147 -1.4938  0.024
28 C 0.8596 -0.6432 -0.8842  -0.136
29 H -0.6492 2.5048 -3.7644  0.073
30 H -1.0564 3.0965 -1.6383  0.111
31 H -0.9142 4.8230 -1.2501  0.125
32 H 1.4846 4.7990 -1.7497  0.126
33 H 1.0832 3.6397 -0.4787  0.106
34 H 1.6076 3.0074 -3.4266  0.131
35 H 2.7185 2.6894 -2.0932  0.109
36 H 2.4888 1.8418 0.0882  0.118
37 H 3.4993 0.8455 -0.9800  0.131
38 H 3.5655 -0.7785 0.7011  0.124
39 H 2.4099 0.1243 1.6803  0.110
40 H 1.5179 -2.7680 1.6886  0.127
41 H -2.8824 -4.6563 1.3289  0.109
42 H -1.8033 -3.6923 3.4447  0.113
43 H -3.3762 -3.0437 2.9067  0.134
44 H -2.8956 -1.3106 0.7674  0.122
45 H -1.8873 0.9132 0.4414  0.107
46 H -0.1316 1.7089 1.9849  0.102
47 H 0.6165 0.2595 3.8392  0.105
48 H -0.3699 -1.9746 4.1331  0.119
49 H -1.4335 -3.0622 -1.3485  0.123
50 H -0.6660 -0.9177 -2.3733  0.108

Relative energy table, unit eV: i 1.214; ii 0.000

i:
C8H15N2 | ωB97M-V with the def2-TZVPD basis set

## Properties
Highest occupied orbital energy (spin up / spin down) ... -12.23 / -11.37 eV
Net charge ... +1
Spin multiplicity ... 1

Each line ends with the Löwdin charge.
CARTESIAN COORDINATES (ANGSTROEM)
1 C -1.3873 0.4666 0.2920  0.045
2 C 0.6877 1.4017 0.1150  -0.207
3 C -3.0811 -0.0883 1.7709  0.185
4 C -0.4348 -0.6033 -0.2603  -0.463
5 C 1.6994 2.4338 0.3261  0.066
6 C -0.8960 -1.0465 -1.6594  0.021
7 C -0.2021 -1.8441 0.5711  0.012
8 C 2.1388 -0.5602 -0.5487  0.040
9 N 0.8560 0.1651 -0.3943  0.019
10 N -0.5976 1.4923 0.5371  0.132
11 H -3.8014 0.6930 1.6892  -0.059
12 H -3.5641 -0.9599 1.4138  -0.061
13 H 1.3486 3.4319 0.3736  0.101
14 H 2.3210 2.3509 -0.4790  0.064
15 H 2.4352 1.9382 1.0860  0.167
16 H -1.6748 -1.7477 -1.7215  0.094
17 H -0.0580 -1.3881 -2.1383  0.062
18 H -1.2243 -0.1642 -2.1647  0.091
19 H 0.1582 -2.6544 0.0071  0.093
20 H -1.2638 -2.0107 0.6720  0.087
21 H 0.0516 -1.6033 1.5223  0.075
22 H 2.7509 -0.3343 0.2931  0.094
23 H 1.9253 -1.5659 -0.7514  0.080
24 H 2.7839 -0.1520 -1.3354  0.115
25 H -0.9713 2.3496 0.7836  0.146

ii:
C8H15N2 | ωB97M-V with the def2-TZVPD basis set

## Properties
Highest occupied orbital energy ... -11.66 eV
Net charge ... +1
Spin multiplicity ... 1

Each line ends with the Löwdin charge.
CARTESIAN COORDINATES (ANGSTROEM)
1 C -0.8603 0.8891 0.0418  0.226
2 C -0.8459 0.2255 1.1653  -0.124
3 C 1.5209 -2.0067 0.1150  -0.173
4 C 0.7624 -0.2218 1.4971  -0.139
5 C -1.7541 -0.4389 2.1315  -0.026
6 C 0.5582 2.4919 -1.0902  -0.070
7 C -0.6589 0.7948 -2.4619  -0.012
8 C -0.6492 1.6447 -1.1721  -0.416
9 N 0.9459 -1.5839 1.3508  -0.068
10 N 1.5940 -3.2396 -0.3031  0.051
11 H 1.4386 0.1576 0.7998  0.070
12 H 1.0932 0.1209 2.5443  0.173
13 H -1.4215 -1.4861 2.3579  0.099
14 H -2.7934 -0.4467 1.7862  0.100
15 H -1.8908 0.1400 3.0133  0.088
16 H 0.7731 3.0754 -0.1384  0.126
17 H 0.3793 3.3716 -1.6732  0.087
18 H 1.4609 1.9339 -1.3766  0.106
19 H -0.7619 1.5691 -3.2376  0.108
20 H -1.3420 0.0270 -2.5051  0.060
21 H 0.3657 0.4161 -2.4410  0.089
22 H -1.5977 2.3887 -1.1115  0.226
23 H 0.3490 -2.3447 1.8230  0.159
24 H 2.2574 -3.4059 -1.1407  0.148
25 H 1.0771 -4.0720 0.0253  0.114

Relative energy table, unit eV: i 1.414; ii 0.000